Entry from OMol25: the molecule C12H17P in a non-equilibrium geometry (ωB97M-V with the def2-TZVPD basis set).

Element x y z (Å)
C  2.520024  2.590677  -0.321524
P  0.838142  2.795990  -0.444316
C  0.151732  1.274323  0.269318
C  -1.319755  0.976479  -0.379343
C  -2.021522  -0.381805  0.040977
C  -3.219437  -0.739606  -0.795298
C  -2.524767  -0.289195  1.474991
C  0.958460  0.131940  0.104094
C  1.607034  -0.425632  1.145847
C  2.583111  -1.431411  0.933874
C  2.876313  -1.752671  -0.342693
C  2.207734  -1.228001  -1.499320
C  1.305151  -0.246409  -1.206158
H  3.123410  3.440356  -0.622685
H  3.031673  1.699977  0.286551
H  0.002047  1.516880  1.320269
H  -2.059883  1.727305  -0.078027
H  -1.245668  0.942993  -1.456087
H  -1.328927  -1.191295  0.086463
H  -3.890037  0.123853  -0.824407
H  -3.805736  -1.619337  -0.471396
H  -2.831060  -0.888595  -1.816940
H  -1.835421  -0.143673  2.311187
H  -3.295944  0.415236  1.651446
H  -2.848141  -1.358038  1.651773
H  1.172611  -0.165957  2.099658
H  3.242820  -1.834118  1.741179
H  3.638327  -2.554610  -0.430876
H  2.153582  -1.685879  -2.449788
H  0.814116  0.300217  -1.978762

Cartesian forces (eV/Å) of the 6 atoms listed first:
-0.8 -1.4 1.8
1.9 0.7 -0.5
-4.4 0.8 -0.1
-0.1 -0.9 0.9
0.5 1.7 1.8
0.2 0.4 -1.4

## Properties
- energy above the lowest of the compared OMol25 structures with the same formula, charge and spin (kcal/mol) = 51.4
- SMILES string = C=P[C@@H](CC(C)C)c1ccccc1
- charge = 0
- Kohn-Sham gap (eV) = 9.088
- highest occupied orbital energy (eV) = -8.7469
- LUMO (eV) = 0.341
- molecular weight (g mol⁻¹) = 192.24

Mulliken population analysis, charges in e, atoms 1 to 5: -0.47, -0.14, -0.44, -1.34, 1.05